[1]
The following is a DFT calculation (the ωB97M-V functional and the def2-TZVPD basis) of a molecular structure, C19H43AlN2OP3S.

net charge = +3
strongest force on any atom = 3.5 eV/Å
spin multiplicity = 1
orbital gap = 5.691 eV

XYZ file:
```
70
Properties=species:S:1:pos:R:3:nbo_charge:R:1
Al 0.6047 -0.0114 0.3691 1.344
P -0.7469 1.8263 1.6966 0.790
P -2.3284 -0.9094 -0.1499 0.990
P 2.7731 1.0581 0.1326 0.875
H 1.9570 -2.1093 -3.7266 0.259
C 1.5971 -1.3350 -2.9745 -0.450
C 1.2913 -2.0841 -1.6465 -0.553
H 1.7875 -3.0691 -1.7730 0.295
C -1.0479 3.4585 0.8913 -0.913
C -2.2834 1.8730 2.7503 -0.882
C 0.3871 2.4032 3.0271 -0.928
C -3.3013 -2.2141 -1.0508 -0.928
C -3.1653 -1.0625 1.4952 -0.953
C -3.0349 0.5826 -1.0076 -0.952
C 4.0880 0.5281 -0.9843 -0.935
C 3.4519 1.0012 1.8040 -0.964
C 2.3022 2.7320 -0.3242 -0.966
H 2.4220 -0.5740 -2.8608 0.204
H 1.8593 -1.5751 -0.7986 0.203
H -1.3942 4.1905 1.6381 0.277
H -1.8108 3.3433 0.1135 0.261
H -0.1285 3.8150 0.4178 0.241
H -2.2658 2.7638 3.4001 0.276
H -2.3324 0.9845 3.3931 0.250
H -3.1888 1.9183 2.1302 0.257
H -0.1587 3.0434 3.7365 0.280
H 1.2241 2.9727 2.6077 0.237
H 0.7759 1.5366 3.5739 0.236
H -4.3519 -2.2355 -0.7127 0.263
H -2.8797 -3.2201 -0.8625 0.250
H -3.2631 -1.9963 -2.1333 0.259
H -3.7234 -0.1356 1.6992 0.255
H -2.3662 -1.2220 2.2445 0.226
H -3.8223 -1.9489 1.4308 0.277
H -4.0327 0.3037 -1.3819 0.272
H -2.3778 0.8236 -1.8601 0.264
H -3.0856 1.4359 -0.3121 0.224
H 4.8054 1.3641 -0.9442 0.287
H 3.7006 0.3993 -2.0056 0.277
H 4.5486 -0.4008 -0.6084 0.276
H 4.3848 1.5629 1.6921 0.284
H 3.6688 -0.0299 2.1338 0.280
H 2.7908 1.5167 2.5152 0.270
H 3.2082 3.1081 -0.8124 0.287
H 2.0924 3.3018 0.5931 0.271
H 1.4592 2.7420 -1.0401 0.277
C 0.4011 -0.7240 -3.6670 -0.054
C 0.3293 0.6667 -3.7319 -0.260
C -0.8097 1.2614 -4.3117 -0.161
C -1.8646 0.4791 -4.7704 -0.220
C -1.8171 -0.9314 -4.6613 -0.199
C -0.6122 -1.5177 -4.2755 -0.198
S -0.4541 -2.8220 -1.5753 -0.127
H -1.0693 -3.7901 -2.4184 0.258
H 1.1703 1.3118 -3.4162 0.202
H -0.8574 2.3493 -4.4193 0.227
H -2.7811 0.9324 -5.1900 0.248
H -2.6944 -1.5560 -4.9118 0.243
H -0.4254 -2.5871 -4.4567 0.227
C -0.3572 -1.9739 4.2629 -0.424
N 0.9866 -2.2519 3.7320 -0.537
C 1.4604 -1.9661 2.5241 0.832
N 2.7419 -2.3038 2.2890 -0.782
O 0.7599 -1.3642 1.6090 -0.914
H -0.5843 -0.9003 4.1088 0.202
H -0.3698 -2.2112 5.3512 0.269
H -1.1147 -2.5987 3.7505 0.234
H 1.6313 -2.7227 4.3510 0.429
H 3.0110 -2.3704 1.3312 0.417
H 3.2295 -2.8651 2.9800 0.436
```

[2]
The following is a DFT calculation (the ωB97M-V functional and the def2-TZVPD basis) of a molecular structure, C19H43BeN5O9.

net charge = -2
strongest force on any atom = 4.7 eV/Å
spin multiplicity = 1
orbital gap = 2.041 eV

XYZ file:
```
77
Properties=species:S:1:pos:R:3:lowdin_charge:R:1
Be 0.7031 0.2595 -0.1767 0.840
O 2.0814 2.2903 -0.3138 -0.287
C 1.8211 2.9253 -1.5618 -0.415
C 1.5308 4.4634 -1.6430 -0.560
O 0.7007 5.0376 -0.7713 -0.321
H 0.9604 2.3600 -1.9531 0.021
H 2.6093 2.6886 -2.3175 0.057
H 1.2691 4.6176 -2.7339 0.045
H 2.5334 4.9717 -1.6683 0.049
O -0.4084 1.7233 1.3573 -0.314
C -1.5418 2.1475 2.1072 -0.352
C -1.3586 2.9963 3.4194 -0.546
O -0.5279 4.0486 3.3179 -0.345
H -2.0527 1.1821 2.3444 0.043
H -2.0353 2.7275 1.3029 0.072
H -0.8686 2.3287 4.1796 0.034
H -2.3508 3.2576 3.8647 0.049
C 0.2148 -0.3539 -3.6178 -0.302
O 0.8685 -0.0212 -2.6534 -0.007
N -0.6602 -1.3816 -3.6108 -0.180
C -0.7954 -2.2906 -2.4876 -0.042
C -1.3222 -1.8133 -4.8169 -0.082
H 0.2318 0.1825 -4.5786 0.144
H -1.7831 -2.0892 -2.0732 0.099
H -0.0322 -2.0198 -1.7610 0.050
H -0.5906 -3.3256 -2.7715 0.082
H -1.1708 -1.0506 -5.5841 0.079
H -0.9101 -2.7518 -5.2026 0.079
H -2.4038 -1.9349 -4.7281 0.085
C 2.5283 -0.2120 2.8510 -0.316
O 1.9853 -0.1086 1.7838 0.024
N 1.9364 -0.2095 4.0613 -0.175
C 0.5227 0.0417 4.2470 -0.045
C 2.7293 0.0669 5.2329 -0.094
H 3.6306 -0.2230 2.9589 0.136
H 0.1409 -0.5885 5.0587 0.077
H -0.0525 -0.2825 3.3790 0.066
H 0.3110 1.1003 4.3968 0.073
H 3.6840 -0.4607 5.1564 0.072
H 2.9443 1.1033 5.5111 0.093
H 2.2443 -0.3344 6.1276 0.073
C 2.9738 -1.7875 -1.4608 -0.316
O 2.3222 -1.6860 -0.4455 0.008
N 3.2219 -2.9467 -2.1133 -0.191
C 3.9968 -3.0022 -3.3219 -0.081
C 2.6628 -4.2326 -1.7287 -0.040
H 3.4840 -0.9389 -1.9408 0.151
H 4.8661 -3.6626 -3.2826 0.082
H 4.2977 -1.9996 -3.6250 0.090
H 3.3766 -3.3632 -4.1533 0.085
H 2.2885 -4.2846 -0.7127 0.087
H 1.8486 -4.3852 -2.4490 0.081
H 3.4044 -4.9998 -1.9567 0.078
C -2.6074 1.5290 -1.1755 -0.355
O -1.5839 0.9070 -1.3843 -0.035
N -2.7443 2.8468 -1.4044 -0.172
C -3.8596 3.6044 -0.8610 -0.062
C -1.6616 3.5700 -2.0282 -0.047
H -3.5176 1.1016 -0.7159 0.130
H -3.9683 4.6009 -1.2797 0.081
H -3.7745 3.6525 0.2255 0.079
H -4.7489 3.0459 -1.1754 0.070
H -0.8944 2.9055 -2.4081 0.063
H -2.0126 4.1529 -2.8990 0.078
H -1.2045 4.3791 -1.4403 0.082
C -0.8059 -2.6701 1.3686 -0.317
O -0.4520 -1.8158 0.5821 -0.012
N -1.8421 -2.5345 2.2122 -0.183
C -2.2084 -3.6461 3.0666 -0.070
C -2.5721 -1.2964 2.3560 -0.043
H -0.2199 -3.6019 1.4510 0.137
H -1.7505 -4.5961 2.8119 0.077
H -3.2932 -3.7211 2.9199 0.079
H -2.0904 -3.3621 4.1165 0.086
H -2.1511 -0.7072 3.1757 0.077
H -2.4676 -0.6530 1.4822 0.082
H -3.6291 -1.4710 2.5609 0.086
```

[3]
The following is a DFT calculation (the ωB97M-V functional and the def2-TZVPD basis) of a molecular structure, C19H43CoN5O16S2Sr2.

net charge = +4
strongest force on any atom = 4.7 eV/Å
spin multiplicity = 4
orbital gap (alpha / beta) = 2.551 / 2.616 eV

XYZ file:
```
88
Properties=species:S:1:pos:R:3:lowdin_charge:R:1
Sr 8.6493 -6.8516 8.2903 1.649
Sr 10.1350 -5.5704 4.7699 1.688
Co 12.8360 -6.2220 8.0454 0.837
O 12.8134 -4.1929 8.4758 -0.067
C 11.5951 -3.4857 8.3904 -0.178
C 10.3602 -3.5393 7.3547 -0.287
O 9.5699 -4.6963 7.1289 -0.588
H 11.7852 -2.4323 8.5959 0.139
H 11.2318 -3.6736 9.4007 0.165
H 10.7476 -3.1966 6.3953 0.083
H 9.6795 -2.7244 7.6013 0.105
C 14.5746 -0.9736 7.5261 0.072
N 13.4699 -0.0375 7.1526 -0.432
O 13.0740 0.6473 8.0667 0.077
O 13.0156 0.1754 6.0371 0.044
H 15.3211 -0.3061 7.9565 0.126
H 14.9625 -1.3441 6.5772 0.073
H 14.3068 -1.7483 8.2446 0.083
C 14.5201 -5.3067 12.0941 -0.200
C 14.3488 -3.7489 11.8118 -0.181
O 14.7289 -3.0861 13.0235 -0.181
S 14.1895 -3.9988 14.3126 0.742
O 12.7398 -3.9022 14.5189 -0.243
O 15.0198 -4.1569 15.4485 -0.159
O 14.4399 -5.4178 13.4848 -0.197
H 15.5149 -5.7015 11.8877 0.133
H 13.7913 -5.7906 11.4437 0.089
H 13.3037 -3.5999 11.5402 0.101
H 15.0484 -3.5102 11.0108 0.124
C 15.1831 -4.9708 4.2378 -0.178
C 15.3669 -4.3086 5.6068 -0.210
O 16.0353 -3.1221 5.3993 -0.187
S 16.1443 -2.6560 3.9191 0.693
O 17.5403 -2.7412 3.5098 -0.181
O 15.4621 -1.3807 3.7659 -0.225
O 15.2574 -3.9195 3.2954 -0.168
H 14.1550 -5.3326 4.2518 0.095
H 15.8334 -5.8339 4.0949 0.146
H 15.9680 -4.9525 6.2488 0.139
H 14.4481 -4.1524 6.1720 0.091
C 11.7219 -2.5362 3.6958 -0.289
O 11.7940 -3.7636 3.7290 -0.186
N 10.9975 -1.9414 2.6975 -0.136
C 10.7098 -0.4918 2.6426 -0.002
C 10.9790 -2.6672 1.4162 -0.015
H 12.2986 -1.8269 4.3094 0.148
H 10.8683 -0.1434 3.6632 0.077
H 9.7301 -0.0964 2.3740 0.100
H 11.4682 -0.0755 1.9796 0.115
H 10.7451 -3.7144 1.6079 0.066
H 10.4347 -2.3428 0.5294 0.117
H 12.0018 -2.7409 1.0466 0.113
C 8.4021 -0.2758 6.7457 -0.338
O 7.4771 -0.9675 6.2934 -0.043
N 8.7454 0.9117 6.1924 -0.193
C 9.6466 1.8146 6.9412 -0.004
C 8.3014 1.2803 4.8755 -0.034
H 8.9567 -0.4286 7.6845 0.121
H 9.8205 1.5733 7.9898 0.096
H 9.2965 2.8360 6.7914 0.104
H 10.5166 1.6853 6.2974 0.081
H 8.9996 1.4299 4.0518 0.081
H 7.5374 0.5984 4.5021 0.092
H 7.7978 2.2125 5.1311 0.110
C 6.6636 -4.8683 10.4170 -0.305
O 7.8131 -5.1167 10.0654 -0.179
N 6.1554 -3.6326 10.2091 -0.124
C 4.7394 -3.2901 10.4421 -0.017
C 6.9541 -2.4227 9.6858 0.024
H 5.9876 -5.5751 10.9225 0.167
H 4.1144 -4.1482 10.1946 0.092
H 4.5243 -2.4463 9.7866 0.097
H 4.4466 -3.0950 11.4737 0.108
H 6.9829 -1.5915 10.3904 0.110
H 7.9708 -2.7830 9.5288 0.064
H 6.4140 -2.1082 8.7928 0.069
C 5.2275 -6.1822 7.0556 -0.205
O 6.2996 -6.3907 7.6695 -0.228
N 4.9872 -4.9851 6.4222 -0.136
C 4.0251 -4.6934 5.3885 -0.040
C 5.9595 -3.8969 6.4682 -0.051
H 4.3355 -6.8227 6.9771 0.171
H 3.1196 -5.2972 5.4493 0.107
H 4.4073 -4.6947 4.3677 0.111
H 3.3973 -3.8365 5.6328 0.116
H 5.7329 -2.8593 6.7136 0.096
H 6.7915 -4.1548 7.1234 0.053
H 6.5266 -3.8294 5.5398 0.088
```

Q: Which of these has the lowest strongest force on any atom?
A: C19H43AlN2OP3S

Q: The lowest net charge belongs to which entry?
A: C19H43BeN5O9

Q: Which value of spin multiplicity does entry 2 give?
A: 1

Q: Look up the net charge of the first one.
A: +3